Run i
Molecular formula: C3H5N3O2S
Method: DFT, ωB97M-V/def2-TZVPD

Structure (XYZ):
```
14
Properties=species:S:1:pos:R:3:mulliken_charge:R:1
C -0.589 1.603 -0.270 -0.01
C 0.758 1.872 -0.529 -0.48
C -1.093 -0.454 1.015 0.11
N -0.956 0.791 0.787 -0.47
N -0.993 -1.583 0.274 -0.33
N 1.763 -0.690 -0.420 0.95
O 1.046 -0.735 -1.353 -0.52
O 2.289 -1.551 0.157 -0.60
S 1.917 0.911 0.397 -0.09
H -1.394 2.192 -0.767 0.33
H 0.983 2.597 -1.308 0.41
H -1.413 -0.730 2.077 0.26
H -1.201 -2.509 0.657 0.22
H -1.116 -1.717 -0.718 0.23
```

The value obtained for the HOMO energy is -8.797 eV. As for the SMILES: N/C=N\C=C/S[N+](=O)[O-].


Run ii
Molecular formula: C3H5N3O2S
Method: DFT, ωB97M-V/def2-TZVPD

Structure (XYZ):
```
14
Properties=species:S:1:pos:R:3:mulliken_charge:R:1
C 1.088 0.709 1.583 -0.62
C 1.180 -0.747 1.432 0.20
C -0.929 1.335 0.330 -0.04
N 0.153 1.151 0.810 0.08
N 0.305 -1.347 0.729 -0.58
N -1.292 -0.606 -1.388 -0.59
O -2.164 1.801 -1.878 -0.53
O 0.255 1.271 -2.046 -0.58
S -1.041 1.034 -1.490 1.09
H 2.001 1.297 1.877 0.29
H 1.884 -1.423 1.976 0.34
H 0.429 -2.353 0.722 0.17
H -0.963 -1.050 -2.204 0.28
H -0.906 -1.071 -0.453 0.48
```

The value obtained for the HOMO energy is -8.930 eV.


Energies relative to the minimum, hartree: run i 0.0083; run ii 0.0000


Run i
Molecular formula: C3H6O2S2
Method: DFT, ωB97M-V/def2-TZVPD

Structure (XYZ):
```
13
Properties=species:S:1:pos:R:3:mulliken_charge:R:1
C 2.083 -0.361 0.357 -0.36
C -0.671 0.276 0.249 0.73
C -1.910 -0.530 0.114 -0.36
O 0.427 -0.364 0.375 -0.38
O -1.862 -1.477 -0.849 -0.47
S 2.565 1.257 -0.055 -0.30
S -0.641 1.907 -0.173 -0.27
H 2.171 -0.631 1.472 0.22
H -2.660 0.225 -0.232 0.32
H -1.994 -1.005 1.165 0.23
H -1.006 -1.902 -0.762 0.32
H 2.745 0.983 -1.466 0.19
H 0.753 1.622 -0.196 0.12
```

The value obtained for the HOMO energy (spin up / spin down) is -7.757 / -7.756 eV.


Run ii
Molecular formula: C3H6O2S2
Method: DFT, ωB97M-V/def2-TZVPD

Structure (XYZ):
```
13
Properties=species:S:1:pos:R:3:mulliken_charge:R:1
C -0.127 -1.288 1.527 -0.84
C -0.043 -0.502 0.243 0.30
C 0.751 0.688 -0.114 0.07
O -1.786 -0.156 -0.345 -0.64
O 0.171 1.863 0.247 -0.47
S 0.523 -2.163 0.043 -0.07
S 0.913 0.701 -2.084 -0.30
H 0.615 -1.239 2.324 0.31
H -1.154 -1.586 1.685 0.28
H 1.801 0.480 0.063 0.44
H -1.920 -0.489 -1.273 0.30
H -0.694 1.541 0.108 0.46
H 0.949 2.149 -2.425 0.16
```

The value obtained for the HOMO energy is -9.227 eV.


Energies relative to the minimum, hartree: run i 0.0637; run ii 0.0000